No. 1
The following is a DFT calculation (ωB97M-V/def2-TZVPD) of the molecule C12H14N2O at a distorted geometry.

Summary:
**Energy above the lowest of the compared OMol25 structures with the same formula, charge and spin**: 557.0 kJ/mol
**SMILES**: O=Nc1ccccc1N=C1CCCCC1
**Charge**: 0
**Frontier orbital gap (alpha / beta)**: 0.27929 / 0.27931 hartree
**LUMO energy (alpha / beta)**: -0.6 / -0.6 eV
**E_HOMO (alpha / beta)**: -8.22 / -8.22 eV

Geometry as XYZ:
```
29
Properties=species:S:1:pos:R:3:forces:R:3
C 2.601798 -3.827142 0.712803 -1.0 3.3 -1.6
C 2.239735 -3.765073 2.088438 1.0 -1.4 -1.1
C 1.873404 -2.986128 -0.213462 0.7 -1.2 1.5
C 1.255703 -2.897206 2.544583 1.4 -1.3 -2.6
C 0.800261 -2.121805 0.203860 1.8 -1.5 0.2
C 0.538529 -2.117268 1.588534 0.6 0.2 2.2
C -1.344931 2.482524 -0.319406 1.3 1.2 -2.4
C -2.047241 1.608128 -1.307225 0.4 -0.7 -0.4
C 0.166363 2.240562 -0.292885 0.9 -0.9 0.8
C -1.823108 0.196677 -0.866464 -1.6 -4.1 -2.7
C 0.314373 0.821650 0.310825 -4.5 1.0 1.4
C -0.501854 -0.281203 -0.416611 2.6 2.0 0.1
N 0.037359 -1.418687 -0.639032 -1.6 -0.1 -1.0
N -0.511015 -1.303166 1.935390 -2.1 1.6 1.2
O -0.692096 -0.761758 3.048011 1.3 -1.8 -1.7
H 3.591042 -4.219048 0.351187 -1.5 -0.3 0.5
H 2.799800 -4.579520 2.622206 -0.9 1.4 0.5
H 2.146468 -3.043132 -1.253845 0.0 0.2 -0.2
H 1.108093 -2.978320 3.567099 -1.1 0.6 1.7
H -1.608747 3.459527 -0.727645 0.2 0.6 1.1
H -1.773864 2.182358 0.610636 -0.3 0.7 1.0
H -3.070298 1.961686 -1.238633 -0.5 -0.7 -0.3
H -1.739496 1.672283 -2.365131 0.1 0.5 0.5
H 0.723058 2.189892 -1.249028 -0.7 0.8 0.1
H 0.692808 2.913188 0.447502 -0.5 -0.4 -1.1
H -2.290223 -0.069917 0.061534 -1.2 0.2 0.7
H -2.250798 -0.614965 -1.649339 0.9 1.8 1.7
H 1.261727 0.461717 0.427618 2.6 -0.6 0.7
H -0.259132 1.029730 1.297722 1.5 -1.0 -1.0
```
Positions in Å, forces in eV/Å.

The natural (NBO) scheme yields these atomic charges, measured in e: atom 1 (C): -0.164, atom 2 (C): -0.252, atom 3 (C): -0.234, atom 4 (C): -0.164, atom 5 (C): 0.205, atom 6 (C): -0.052, atom 7 (C): -0.409, atom 8 (C): -0.393, atom 9 (C): -0.397, atom 10 (C): -0.484, atom 11 (C): -0.488, atom 12 (C): 0.470, atom 13 (N): -0.475, atom 14 (N): 0.084, atom 15 (O): -0.349, atom 16 (H): 0.226, atom 17 (H): 0.221, atom 18 (H): 0.219, atom 19 (H): 0.231, atom 20 (H): 0.217, atom 21 (H): 0.206, atom 22 (H): 0.218, atom 23 (H): 0.207, atom 24 (H): 0.207, atom 25 (H): 0.218, atom 26 (H): 0.257, atom 27 (H): 0.227, atom 28 (H): 0.217, atom 29 (H): 0.230

***

No. 2
The following is a DFT calculation (ωB97M-V/def2-TZVPD) of a cluster of 2 separate species, Br2O3PS in total at a distorted geometry.

Summary:
**Energy above the lowest of the compared OMol25 structures with the same formula, charge and spin**: 274.4 kJ/mol
**Charge**: -1
**Frontier orbital gap (alpha / beta)**: 0.15845 / 0.27296 hartree
**LUMO energy (alpha / beta)**: 1.5 / 3.0 eV
**E_HOMO (alpha / beta)**: -2.77 / -4.38 eV

Geometry as XYZ:
```
7
Properties=species:S:1:pos:R:3:forces:R:3
O 2.388735 1.196545 0.089829 0.3 -0.3 -0.4
O 2.341230 -1.136700 0.948464 0.2 0.3 -0.5
O 1.387772 -0.664736 -1.314212 1.1 0.7 1.1
P -2.063076 0.356448 0.898006 0.7 -0.8 0.1
S 1.864848 -0.152004 -0.014819 -2.1 -0.6 -0.2
Br -3.340686 1.778995 -0.161610 -0.4 1.0 -0.3
Br -2.578820 -1.378551 -0.445655 0.2 -0.2 0.2
```
Positions in Å, forces in eV/Å.

The natural (NBO) scheme yields these atomic charges, measured in e: atom 1 (O): -0.922, atom 2 (O): -0.928, atom 3 (O): -0.910, atom 4 (P): 0.142, atom 5 (S): 2.186, atom 6 (Br): -0.280, atom 7 (Br): -0.288

***

No. 3
The following is a DFT calculation (ωB97M-V/def2-TZVPD) of the molecule C24H27N5O4S2 at a distorted geometry.

Summary:
**SMILES**: C[C@H]1Cc2ccccc2N1C(=O)CSc1nnc(-c2ccc(S(=O)(=O)N3CCOCC3)cc2)n1C
**Charge**: 0
**Frontier orbital gap**: 0.31375 hartree
**LUMO energy**: 0.1 eV
**E_HOMO**: -8.45 eV

Geometry as XYZ:
```
62
Properties=species:S:1:pos:R:3:forces:R:3
C 4.261121 1.281475 -2.447657 0.1 0.3 0.1
H 4.763085 0.974212 -1.533975 0.0 0.0 0.0
H 4.977185 1.292501 -3.265422 0.0 0.0 -0.2
H 3.494379 0.538616 -2.654585 -0.1 -0.1 0.0
C 3.612296 2.657586 -2.303394 0.6 -0.3 -0.4
N 2.734706 2.686010 -1.126418 -0.1 0.2 0.0
C 3.062042 3.002538 0.143485 0.2 0.3 -0.1
O 2.228797 3.126366 1.024381 -0.1 0.1 0.1
C 4.542962 3.174188 0.459339 0.0 -0.2 0.3
H 4.752515 4.210373 0.725191 0.0 0.0 -0.1
H 5.210752 2.835763 -0.326166 -0.1 0.1 0.0
S 4.911390 2.199365 1.970234 0.1 0.0 -0.2
C 3.861062 0.860163 1.568033 0.2 0.2 0.4
N 3.951845 0.121506 0.495482 0.9 0.4 0.2
N 2.870622 -0.654156 0.450453 -0.9 -0.7 -0.2
C 2.117291 -0.381021 1.492534 0.4 0.3 0.0
N 2.720067 0.578077 2.255924 0.2 -0.6 -0.7
C 2.314083 1.190838 3.488120 -0.2 0.4 0.4
H 3.199372 1.383061 4.094629 -0.2 0.0 0.0
H 1.639022 0.526847 4.024848 0.1 0.0 0.0
H 1.825658 2.144909 3.275690 0.0 -0.1 0.1
C 0.810399 -0.979440 1.703307 -0.4 -0.1 0.1
C -0.257335 -0.244833 2.217753 0.1 -0.2 -0.1
C -1.506533 -0.830522 2.326755 -0.2 0.0 0.1
C -1.683004 -2.138482 1.922100 -0.5 0.0 0.0
C -0.636479 -2.878802 1.403470 0.1 -0.1 0.0
C 0.611606 -2.299195 1.291227 -0.1 0.0 0.1
H 1.446146 -2.842504 0.877711 0.1 -0.1 0.0
H -0.819619 -3.896203 1.098572 0.1 -0.1 -0.1
S -3.303180 -2.890870 2.001313 0.3 0.1 -0.4
O -3.204950 -4.190517 2.595296 0.1 -0.2 -0.1
O -4.217204 -1.944735 2.582959 0.2 0.2 -0.1
N -3.569453 -3.111572 0.356569 0.3 0.0 1.0
C -3.969294 -1.906370 -0.342748 -0.4 0.5 -0.2
H -3.421108 -1.070339 0.092752 0.0 0.2 -0.2
C -5.480171 -1.675862 -0.227819 0.2 0.2 0.0
H -5.797945 -0.854607 -0.872572 0.1 0.0 0.1
O -6.198920 -2.812429 -0.656476 -0.1 0.0 -0.2
C -5.861919 -3.946486 0.113397 0.2 -0.2 0.0
H -6.471341 -4.766473 -0.269772 0.1 0.0 0.1
C -4.370261 -4.264582 -0.009916 -0.5 -0.4 0.1
H -4.091415 -5.076407 0.660801 -0.1 -0.1 -0.2
H -4.123553 -4.529679 -1.042989 0.0 0.0 0.1
H -6.102098 -3.768106 1.172391 -0.1 -0.1 -0.1
H -5.725051 -1.446027 0.818226 0.0 0.0 -0.2
H -3.683588 -2.020283 -1.393690 0.0 0.0 0.1
H -2.353068 -0.288293 2.718626 -0.1 0.1 0.0
H -0.130075 0.788959 2.497814 0.0 0.1 0.0
C 1.428803 2.373769 -1.542127 -0.4 0.0 -0.3
C 0.346241 1.976048 -0.782419 0.0 0.0 0.2
C -0.834099 1.664298 -1.442888 0.0 0.0 0.0
C -0.930677 1.758168 -2.819977 -0.1 0.0 -0.1
C 0.160582 2.167285 -3.577617 0.0 0.0 0.1
C 1.338002 2.467753 -2.931635 0.1 0.0 0.2
C 2.656624 2.922016 -3.481971 0.0 0.2 0.1
H 2.956645 2.371823 -4.372252 0.1 0.0 0.0
H 2.613654 3.985185 -3.734368 0.0 0.0 0.0
H 0.088571 2.243106 -4.652227 0.0 0.0 -0.1
H -1.859604 1.511559 -3.311452 -0.1 0.0 0.0
H -1.688189 1.340993 -0.866209 -0.1 0.0 0.1
H 0.413046 1.911733 0.289161 0.0 0.0 0.1
H 4.369563 3.441703 -2.219803 -0.1 -0.1 0.0
```
Positions in Å, forces in eV/Å.

The natural (NBO) scheme yields these atomic charges, measured in e: atom 1 (C): -0.634, atom 2 (H): 0.246, atom 3 (H): 0.208, atom 4 (H): 0.221, atom 5 (C): -0.023, atom 6 (N): -0.452, atom 7 (C): 0.688, atom 8 (O): -0.642, atom 9 (C): -0.603, atom 10 (H): 0.253, atom 11 (H): 0.233, atom 12 (S): 0.268, atom 13 (C): 0.157, atom 14 (N): -0.297, atom 15 (N): -0.275, atom 16 (C): 0.302, atom 17 (N): -0.342, atom 18 (C): -0.417, atom 19 (H): 0.226, atom 20 (H): 0.221, atom 21 (H): 0.238, atom 22 (C): -0.075, atom 23 (C): -0.157, atom 24 (C): -0.199, atom 25 (C): -0.328, atom 26 (C): -0.173, atom 27 (C): -0.162, atom 28 (H): 0.241, atom 29 (H): 0.239, atom 30 (S): 2.315, atom 31 (O): -0.936, atom 32 (O): -0.948, atom 33 (N): -0.674, atom 34 (C): -0.259, atom 35 (H): 0.217, atom 36 (C): -0.096, atom 37 (H): 0.195, atom 38 (O): -0.524, atom 39 (C): -0.089, atom 40 (H): 0.198, atom 41 (C): -0.261, atom 42 (H): 0.242, atom 43 (H): 0.205, atom 44 (H): 0.173, atom 45 (H): 0.192, atom 46 (H): 0.209, atom 47 (H): 0.245, atom 48 (H): 0.216, atom 49 (C): 0.223, atom 50 (C): -0.235, atom 51 (C): -0.205, atom 52 (C): -0.220, atom 53 (C): -0.191, atom 54 (C): -0.061, atom 55 (C): -0.417, atom 56 (H): 0.225, atom 57 (H): 0.220, atom 58 (H): 0.213, atom 59 (H): 0.212, atom 60 (H): 0.211, atom 61 (H): 0.235, atom 62 (H): 0.205

***

No. 4
The following is a DFT calculation (ωB97M-V/def2-TZVPD) of a structure of composition C3H5N3 at a distorted geometry.

Summary:
**Energy above the lowest of the compared OMol25 structures with the same formula, charge and spin**: 460.1 kJ/mol
**Charge**: 0
**Frontier orbital gap (alpha / beta)**: 0.33622 / 0.33599 hartree
**LUMO energy (alpha / beta)**: -0.5 / -0.5 eV
**E_HOMO (alpha / beta)**: -9.66 / -9.66 eV

Geometry as XYZ:
```
11
Properties=species:S:1:pos:R:3:forces:R:3
N -1.633312 1.576631 -0.302410 0.1 -0.1 -0.4
C -0.601882 0.740042 -0.032736 0.3 -0.1 0.1
C -0.561308 -0.736396 0.023379 0.0 -0.2 -0.1
N 0.746895 -1.328874 -0.145936 0.3 0.1 0.0
C 1.738774 -0.547033 -0.198279 0.1 -0.1 0.0
N 0.113128 1.681195 0.388290 -1.5 0.2 0.0
H -2.441999 1.178967 0.212259 0.3 0.8 0.5
H -0.972456 -1.045479 0.995455 0.1 0.0 -0.1
H -1.264539 -1.102923 -0.730402 0.2 -0.2 0.0
H 2.739580 -0.958251 -0.316561 -0.1 -0.1 0.0
H 1.673833 0.550336 -0.137043 0.1 -0.3 0.0
```
Positions in Å, forces in eV/Å.

The natural (NBO) scheme yields these atomic charges, measured in e: atom 1 (N): -0.521, atom 2 (C): 0.291, atom 3 (C): -0.333, atom 4 (N): -0.375, atom 5 (C): -0.041, atom 6 (N): -0.173, atom 7 (H): 0.334, atom 8 (H): 0.242, atom 9 (H): 0.231, atom 10 (H): 0.182, atom 11 (H): 0.165